{"formula": "C13H39O7", "method": "the ωB97M-V functional and the def2-TZVPD basis", "homo_lumo_gap_ev": 5.67, "relative_energy_kcal_mol": 55.2, "total_charge": -1, "energy_ev": -28441.00101, "homo_ev": -3.2, "spin_multiplicity": 1, "elements": ["O", "H", "H", "H", "O", "H", "H", "H", "C", "C", "C", "O", "H", "H", "H", "H", "H", "H", "H", "C", "C", "C", "O", "H", "H", "H", "H", "H", "H", "H", "C", "C", "C", "O", "H", "H", "H", "H", "H", "H", "H", "C", "C", "O", "H", "H", "H", "H", "H", "H", "C", "C", "O", "H", "H", "H", "H", "H", "H"], "xyz": [[-0.786, 0.408, 0.844], [-1.004, 1.210, 0.364], [-0.405, -0.267, 0.278], [-0.345, 0.497, 1.692], [-1.579, -0.643, -2.897], [-0.890, -0.853, -2.263], [-1.441, 0.271, -3.156], [-2.425, -0.773, -2.463], [-0.827, 3.673, 1.781], [-1.396, 4.007, 0.392], [-0.355, 4.618, -0.574], [-1.945, 2.871, -0.172], [0.189, 3.288, 1.694], [-1.435, 2.946, 2.318], [-0.904, 4.506, 2.480], [-2.120, 4.785, 0.632], [0.185, 5.448, -0.116], [-0.860, 4.956, -1.479], [0.403, 3.864, -0.785], [-4.429, -2.397, -1.060], [-4.098, -1.051, -0.418], [-3.765, -1.216, 1.099], [-3.340, -0.035, -1.016], [-4.881, -2.341, -2.050], [-5.124, -3.001, -0.476], [-3.480, -2.886, -1.279], [-5.105, -0.641, -0.492], [-3.778, -0.270, 1.639], [-2.763, -1.645, 1.105], [-4.422, -1.951, 1.564], [-0.067, -3.096, 0.174], [0.926, -2.380, -0.768], [1.106, -3.084, -2.142], [0.459, -1.089, -1.049], [-0.908, -3.351, -0.471], [-0.436, -2.570, 1.054], [0.442, -4.015, 0.466], [1.920, -2.357, -0.321], [0.156, -3.013, -2.671], [1.431, -4.106, -1.944], [1.914, -2.567, -2.659], [2.617, -0.327, 2.904], [1.687, 0.649, 3.559], [0.373, 0.362, 3.217], [2.342, -1.377, 3.007], [3.636, -0.072, 3.196], [2.607, -0.052, 1.850], [1.915, 1.699, 3.377], [1.584, 0.544, 4.639], [0.124, -0.294, 3.872], [5.356, 0.668, -1.967], [3.899, 0.152, -2.006], [2.998, 0.684, -1.066], [5.504, 1.575, -1.381], [5.969, 0.688, -2.867], [5.831, -0.149, -1.424], [3.961, -0.904, -1.740], [3.554, 0.284, -3.031], [2.222, 0.123, -0.991]], "forces_ev_per_a": [[-0.94, -0.76, 0.96], [-1.41, 2.77, -1.10], [1.19, -1.57, -1.93], [0.57, 0.33, 1.00], [1.27, -0.20, -3.10], [2.32, -0.73, 2.27], [-0.42, 0.67, 0.20], [-2.89, 0.98, 2.53], [0.08, 0.16, 0.39], [-0.05, -1.65, -0.43], [0.02, 0.02, 0.93], [0.80, -0.08, 0.40], [0.31, 0.01, 0.22], [-0.21, -0.44, -0.53], [0.69, 0.57, -0.03], [-0.78, 0.53, -0.33], [0.03, 0.46, 0.04], [0.11, -0.13, -0.04], [-0.09, -0.20, -0.29], [1.48, -0.26, -0.97], [-1.86, 2.50, 0.60], [0.26, -0.53, -1.22], [0.96, -2.97, -1.19], [-0.20, 0.64, -0.12], [0.34, -0.09, 0.33], [0.23, -0.89, 0.32], [-0.94, 0.45, 0.82], [0.01, -0.02, -0.21], [0.31, 0.06, 0.36], [-0.21, 0.03, 0.19], [0.81, -0.74, -1.25], [-1.13, 1.23, -0.74], [0.19, -0.05, 1.60], [-0.30, 0.71, 0.30], [-0.35, -0.12, 0.29], [0.33, 0.30, -0.16], [-0.31, -0.35, 0.36], [0.41, 0.10, 0.44], [0.14, -0.26, -0.21], [-0.18, -0.35, -0.44], [-0.21, 0.05, -0.22], [0.68, 1.17, -0.75], [0.35, -0.09, 1.63], [-1.89, -0.22, -0.82], [0.14, 0.14, 0.27], [0.17, -0.57, 0.30], [-0.10, -0.39, -0.31], [0.03, -0.11, -0.40], [1.35, 0.18, 0.47], [-0.70, -0.08, -0.45], [0.16, -0.87, 1.60], [0.01, -0.46, -0.61], [1.09, 1.43, 0.30], [-0.19, 0.09, -0.17], [-0.80, 0.33, -0.49], [0.59, 0.35, 0.48], [0.00, -0.34, -0.71], [-0.49, -0.17, -0.10], [-0.76, -0.56, -0.29]], "lowdin_charge": [0.238, 0.081, 0.060, 0.070, 0.262, 0.063, 0.159, 0.070, -0.108, -0.670, -0.100, -0.313, 0.053, 0.060, 0.050, 0.092, 0.047, 0.057, 0.056, -0.111, -0.637, -0.073, -0.287, 0.057, 0.062, 0.046, 0.092, 0.069, 0.039, 0.050, -0.060, -0.591, -0.067, -0.324, 0.066, 0.058, 0.063, 0.104, 0.066, 0.064, 0.061, -0.064, -0.321, -0.084, 0.083, 0.077, 0.072, 0.123, 0.112, 0.110, -0.086, -0.331, -0.082, 0.069, 0.062, 0.054, 0.096, 0.102, 0.033]}

=====

{"formula": "C2H4CeO3", "method": "the ωB97M-V functional and the def2-TZVPD basis", "homo_lumo_gap_ev": [9.50, 9.52], "relative_energy_kcal_mol": 0.0, "total_charge": 1, "energy_ev": -21203.51705, "homo_ev": [-14.3, -14.3], "spin_multiplicity": 2, "s2": 0.75, "elements": ["O", "C", "C", "O", "H", "H", "H", "Ce", "O", "H"], "xyz": [[1.045, -0.769, 0.472], [1.169, 0.442, 0.247], [0.602, 0.930, -1.058], [-0.353, 0.091, -1.565], [1.072, 1.153, 1.193], [1.487, 1.057, -1.725], [0.259, 1.971, -0.852], [-0.981, -1.709, -0.406], [-2.147, -1.337, 1.437], [-2.154, -1.830, 2.257]], "forces_ev_per_a": [[0.76, 0.14, 0.22], [-3.39, 0.20, 2.12], [1.61, 1.72, -0.40], [-0.56, -1.62, 1.02], [1.60, -1.03, -1.71], [-0.40, 0.04, -0.08], [-0.13, -0.56, -0.23], [-0.73, 1.61, 0.99], [1.46, -0.54, -2.38], [-0.21, 0.03, 0.46]], "mulliken_spin": [0.000, -0.001, 0.000, -0.008, 0.000, 0.000, 0.000, 1.019, -0.010, 0.000]}

=====

{"formula": "C3H9BS", "method": "the ωB97M-V functional and the def2-TZVPD basis", "homo_lumo_gap_ev": 8.87, "relative_energy_kcal_mol": 53.1, "energy_ev": -14766.57410, "homo_ev": -8.3, "spin_multiplicity": 1, "elements": ["B", "C", "C", "C", "S", "H", "H", "H", "H", "H", "H", "H", "H", "H"], "xyz": [[0.353, 0.109, 0.192], [0.504, -1.368, 0.432], [2.187, 1.548, -0.014], [-2.447, -0.073, -0.354], [-1.053, 1.073, -0.115], [0.089, -1.775, 1.394], [1.474, -1.800, 0.485], [0.024, -2.011, -0.275], [2.324, 2.197, 0.780], [1.696, 2.151, -0.758], [2.952, 0.786, -0.345], [-3.285, 0.478, -0.699], [-2.755, -0.650, 0.478], [-2.062, -0.667, -1.203]], "forces_ev_per_a": [[2.69, 2.76, 0.05], [-0.34, -1.96, 1.54], [-2.89, -3.91, -1.56], [1.44, -0.23, -1.50], [-0.40, 0.75, 0.24], [-0.10, 0.91, -0.49], [1.34, 0.22, -0.15], [-0.74, -0.18, -0.90], [0.71, 0.51, 2.05], [0.31, -0.14, -0.89], [-0.74, 1.44, 0.48], [-0.67, 0.70, -0.33], [0.12, -0.62, 0.90], [-0.73, -0.25, 0.57]], "lowdin_charge": [-0.562, -0.119, -0.020, -0.384, 0.889, 0.093, 0.041, 0.050, -0.052, -0.039, 0.016, 0.015, 0.030, 0.043]}

=====

{"formula": "CHCl3NOP", "method": "the ωB97M-V functional and the def2-TZVPD basis", "homo_lumo_gap_ev": 9.93, "relative_energy_kcal_mol": 18.6, "energy_ev": -51448.09664, "homo_ev": -10.0, "spin_multiplicity": 1, "elements": ["O", "C", "N", "P", "Cl", "Cl", "Cl", "H"], "xyz": [[0.785, -1.475, -0.451], [0.457, -0.334, -0.177], [1.311, 0.616, 0.222], [2.882, 0.009, 0.146], [4.059, 1.534, 0.558], [3.414, -0.543, -1.730], [3.523, -1.373, 1.304], [-0.630, 0.187, -0.138]], "forces_ev_per_a": [[-0.80, -0.36, -0.25], [-1.93, 1.09, 0.55], [3.57, -0.12, 0.40], [-3.22, 2.05, -1.88], [0.19, 0.36, 0.06], [0.06, 0.12, 0.51], [0.34, -1.37, 1.07], [1.78, -1.77, -0.47]], "lowdin_charge": [-0.098, -0.565, -0.205, -0.373, 0.346, 0.327, 0.413, 0.153]}

=====

{"formula": "C27H25ClFN3O3S4SeSiW", "method": "the ωB97M-V functional and the def2-TZVPD basis", "homo_lumo_gap_ev": 5.60, "total_charge": 2, "energy_ev": -172637.70237, "homo_ev": -13.1, "spin_multiplicity": 1, "elements": ["W", "C", "Si", "C", "C", "N", "C", "C", "C", "C", "C", "C", "F", "H", "H", "H", "H", "H", "H", "H", "H", "H", "H", "H", "H", "H", "O", "C", "S", "C", "C", "S", "S", "S", "C", "N", "C", "Se", "N", "C", "C", "C", "C", "C", "C", "H", "H", "H", "H", "H", "H", "H", "H", "Cl", "C", "C", "C", "C", "C", "C", "C", "O", "O", "H", "H", "H", "H"], "xyz": [[0.767, -0.926, 0.732], [0.898, 2.083, 3.977], [0.073, 1.829, 2.344], [1.154, 2.451, 0.953], [-1.604, 2.629, 2.099], [-0.154, 0.008, 2.125], [-0.689, -0.693, 3.238], [-1.609, -0.156, 4.142], [-1.995, -0.874, 5.260], [-1.477, -2.141, 5.507], [-0.580, -2.713, 4.613], [-0.240, -1.976, 3.514], [0.644, -2.493, 2.602], [1.158, 3.138, 4.099], [1.819, 1.500, 4.047], [0.255, 1.796, 4.810], [1.108, 3.547, 0.991], [0.835, 2.166, -0.047], [2.202, 2.183, 1.082], [-1.494, 3.543, 1.512], [-2.048, 2.925, 3.053], [-2.309, 1.947, 1.614], [-2.028, 0.825, 3.957], [-2.699, -0.433, 5.952], [-1.769, -2.687, 6.393], [-0.158, -3.697, 4.769], [7.449, -1.512, -0.519], [6.312, -1.268, -0.294], [5.103, -0.926, -1.581], [3.766, -0.711, -0.493], [3.999, -0.839, 0.832], [2.759, -0.555, 2.000], [5.613, -1.215, 1.356], [2.193, -0.327, -1.107], [0.021, 0.940, -4.048], [-0.630, 1.861, -3.119], [-0.980, 1.614, -1.858], [-0.973, -0.073, -0.982], [-1.539, 2.713, -1.344], [-1.573, 3.719, -2.304], [-2.052, 5.023, -2.279], [-1.928, 5.742, -3.449], [-1.346, 5.186, -4.602], [-0.866, 3.894, -4.622], [-0.991, 3.171, -3.441], [0.315, 0.042, -3.515], [0.901, 1.419, -4.470], [-0.668, 0.678, -4.849], [-1.918, 2.765, -0.411], [-2.502, 5.452, -1.394], [-2.289, 6.761, -3.484], [-1.275, 5.789, -5.497], [-0.421, 3.469, -5.512], [-1.468, -7.458, -3.691], [-0.975, -6.139, -2.728], [0.351, -6.057, -2.305], [0.735, -5.028, -1.478], [-0.213, -4.084, -1.058], [-1.537, -4.153, -1.517], [-1.911, -5.169, -2.365], [0.161, -3.063, -0.138], [-0.708, -2.307, 0.469], [1.382, -2.730, 0.154], [1.061, -6.809, -2.621], [1.756, -4.958, -1.126], [-2.252, -3.403, -1.209], [-2.922, -5.233, -2.741]], "forces_ev_per_a": [[1.25, 1.47, 0.49], [-0.16, -0.13, 0.13], [0.09, 0.48, -0.61], [0.13, 0.24, 0.15], [-0.08, -0.14, 0.35], [0.44, -0.33, 0.43], [-0.19, -0.08, 0.18], [-0.01, 0.13, -0.17], [-0.02, 0.00, 0.02], [0.02, 0.02, -0.04], [-0.07, -0.05, 0.18], [0.00, 0.07, -0.04], [0.11, -0.01, 0.09], [0.00, -0.02, -0.06], [0.02, 0.03, -0.01], [0.04, 0.03, 0.02], [-0.06, -0.05, 0.08], [0.05, -0.02, 0.01], [0.00, -0.05, -0.07], [0.01, -0.02, 0.03], [-0.05, 0.00, -0.07], [-0.01, 0.05, -0.02], [0.01, -0.02, 0.06], [-0.01, -0.03, -0.01], [-0.02, 0.00, -0.02], [0.00, 0.02, -0.03], [-0.06, 0.02, 0.02], [0.09, 0.01, -0.05], [0.00, 0.00, -0.02], [-0.02, 0.10, -0.17], [0.14, 0.05, 0.26], [-0.36, -0.05, -0.82], [-0.02, -0.05, -0.01], [-0.44, 0.28, 0.80], [-0.04, -0.01, -0.04], [0.14, -0.01, -0.16], [0.38, -0.16, 0.21], [-0.68, 0.24, -0.60], [-0.13, 0.22, -0.05], [0.06, -0.08, 0.03], [-0.04, 0.04, 0.07], [0.01, 0.00, -0.01], [0.01, 0.01, 0.00], [0.04, -0.03, -0.07], [-0.01, -0.06, 0.03], [-0.01, 0.01, 0.02], [0.01, 0.03, 0.04], [-0.03, 0.02, 0.01], [0.00, -0.05, -0.01], [-0.01, 0.00, -0.02], [0.00, -0.01, 0.00], [0.00, 0.00, 0.01], [-0.01, 0.01, 0.02], [0.00, -0.01, -0.09], [0.02, 0.13, 0.09], [0.11, -0.10, -0.03], [0.04, 0.05, 0.02], [0.12, -0.13, 0.04], [0.00, -0.02, 0.04], [-0.10, 0.01, -0.01], [-0.41, -0.72, 0.14], [-0.13, -0.24, -0.60], [-0.13, -1.02, -0.17], [-0.02, 0.00, 0.02], [0.00, -0.02, -0.01], [-0.03, -0.03, 0.02], [0.01, -0.04, 0.03]], "lowdin_charge": [1.202, -0.132, 0.456, -0.200, -0.161, -0.261, -0.267, -0.019, -0.034, -0.022, 0.034, -0.202, -0.023, 0.061, 0.032, 0.044, 0.059, -0.025, 0.023, 0.036, 0.049, 0.040, 0.101, 0.124, 0.126, 0.140, 0.024, -0.943, 1.020, -1.083, -1.086, 0.734, 1.034, 0.656, 0.011, -0.039, -0.596, 0.849, 0.148, -0.152, 0.014, -0.040, -0.038, 0.020, -0.138, 0.046, 0.112, 0.115, 0.122, 0.124, 0.122, 0.122, 0.125, 0.785, -0.638, -0.062, 0.030, -0.138, 0.022, -0.063, -0.524, -0.221, -0.165, 0.123, 0.136, 0.127, 0.121]}

=====

{"formula": "C6H12O", "method": "the ωB97M-V functional and the def2-TZVPD basis", "homo_lumo_gap_ev": 10.77, "relative_energy_kcal_mol": 52.4, "energy_ev": -8462.07989, "homo_ev": -9.6, "spin_multiplicity": 1, "elements": ["C", "C", "O", "C", "C", "C", "C", "H", "H", "H", "H", "H", "H", "H", "H", "H", "H", "H", "H"], "xyz": [[-2.528, 1.869, 0.558], [-2.027, 0.481, 0.157], [-0.845, 0.029, 0.839], [0.154, -0.018, -0.188], [1.614, -0.413, -0.042], [2.093, -1.180, -1.264], [2.156, -1.807, 0.093], [-3.019, 2.334, -0.307], [-3.253, 1.857, 1.378], [-1.686, 2.506, 0.844], [-1.789, 0.540, -0.910], [-2.820, -0.273, 0.244], [-0.255, -0.684, -0.953], [0.202, 1.003, -0.584], [2.287, 0.382, 0.274], [1.322, -1.547, -1.940], [3.008, -0.890, -1.770], [1.479, -2.619, 0.330], [3.147, -1.906, 0.530]], "forces_ev_per_a": [[0.05, 0.01, 0.11], [-0.25, 0.07, -0.17], [0.17, 0.08, -0.05], [0.17, 0.01, -0.50], [-0.08, 0.17, 0.10], [0.10, -0.02, -0.17], [-0.05, -0.17, 0.17], [0.05, -0.09, 0.21], [0.23, -0.07, -0.01], [-0.09, -0.08, -0.03], [-0.21, -0.09, 0.08], [0.16, 0.05, 0.24], [0.05, 0.09, -0.12], [0.02, -0.09, -0.36], [-0.18, -0.14, 0.11], [0.17, 0.14, 0.15], [-0.07, -0.01, 0.22], [0.01, 0.09, -0.07], [-0.26, 0.04, 0.06]], "lowdin_charge": [-0.074, -0.283, -0.136, -0.209, -0.249, -0.134, -0.118, 0.073, 0.068, 0.077, 0.095, 0.120, 0.111, 0.130, 0.132, 0.098, 0.098, 0.103, 0.099]}

=====

Which formula does entry 5 have? C27H25ClFN3O3S4SeSiW

=====

What did the fourth record say?
{"formula": "CHCl3NOP", "method": "the ωB97M-V functional and the def2-TZVPD basis", "homo_lumo_gap_ev": 9.93, "relative_energy_kcal_mol": 18.6, "energy_ev": -51448.09664, "homo_ev": -10.0, "spin_multiplicity": 1, "elements": ["O", "C", "N", "P", "Cl", "Cl", "Cl", "H"], "xyz": [[0.785, -1.475, -0.451], [0.457, -0.334, -0.177], [1.311, 0.616, 0.222], [2.882, 0.009, 0.146], [4.059, 1.534, 0.558], [3.414, -0.543, -1.730], [3.523, -1.373, 1.304], [-0.630, 0.187, -0.138]], "forces_ev_per_a": [[-0.80, -0.36, -0.25], [-1.93, 1.09, 0.55], [3.57, -0.12, 0.40], [-3.22, 2.05, -1.88], [0.19, 0.36, 0.06], [0.06, 0.12, 0.51], [0.34, -1.37, 1.07], [1.78, -1.77, -0.47]], "lowdin_charge": [-0.098, -0.565, -0.205, -0.373, 0.346, 0.327, 0.413, 0.153]}

=====

What did the third record say?
{"formula": "C3H9BS", "method": "the ωB97M-V functional and the def2-TZVPD basis", "homo_lumo_gap_ev": 8.87, "relative_energy_kcal_mol": 53.1, "energy_ev": -14766.57410, "homo_ev": -8.3, "spin_multiplicity": 1, "elements": ["B", "C", "C", "C", "S", "H", "H", "H", "H", "H", "H", "H", "H", "H"], "xyz": [[0.353, 0.109, 0.192], [0.504, -1.368, 0.432], [2.187, 1.548, -0.014], [-2.447, -0.073, -0.354], [-1.053, 1.073, -0.115], [0.089, -1.775, 1.394], [1.474, -1.800, 0.485], [0.024, -2.011, -0.275], [2.324, 2.197, 0.780], [1.696, 2.151, -0.758], [2.952, 0.786, -0.345], [-3.285, 0.478, -0.699], [-2.755, -0.650, 0.478], [-2.062, -0.667, -1.203]], "forces_ev_per_a": [[2.69, 2.76, 0.05], [-0.34, -1.96, 1.54], [-2.89, -3.91, -1.56], [1.44, -0.23, -1.50], [-0.40, 0.75, 0.24], [-0.10, 0.91, -0.49], [1.34, 0.22, -0.15], [-0.74, -0.18, -0.90], [0.71, 0.51, 2.05], [0.31, -0.14, -0.89], [-0.74, 1.44, 0.48], [-0.67, 0.70, -0.33], [0.12, -0.62, 0.90], [-0.73, -0.25, 0.57]], "lowdin_charge": [-0.562, -0.119, -0.020, -0.384, 0.889, 0.093, 0.041, 0.050, -0.052, -0.039, 0.016, 0.015, 0.030, 0.043]}